C21H22CrF3N3O2 | the ωB97M-V functional and the def2-TZVPD basis

Last column: natural (NBO) charge in e.
Geometry (Å):
Cr  0.221  -1.951  0.596  0.988
N  -1.632  -2.393  1.641  -0.821
C  -1.827  -1.635  2.895  -0.227
C  -0.730  -1.952  3.915  -0.419
C  0.055  -0.732  4.393  -0.399
C  0.740  0.059  3.283  -0.226
N  1.524  -0.808  2.404  -0.867
H  -2.301  -2.058  0.948  0.408
H  -1.827  -3.381  1.789  0.376
H  -2.819  -1.835  3.310  0.188
H  -1.807  -0.586  2.600  0.223
H  -0.030  -2.662  3.461  0.206
H  -1.159  -2.466  4.778  0.212
H  0.798  -1.063  5.124  0.200
H  -0.609  -0.050  4.932  0.210
H  1.345  0.853  3.739  0.180
H  0.001  0.557  2.650  0.217
H  2.289  -1.249  2.903  0.366
H  1.937  -0.278  1.642  0.402
N  1.443  -4.891  1.329  -0.637
C  1.006  -3.847  1.067  0.359
H  1.844  -5.793  1.459  0.460
F  -3.036  6.705  -2.190  -0.325
C  -3.803  5.875  -1.464  0.976
F  -4.939  5.681  -2.166  -0.328
F  -4.164  6.553  -0.353  -0.330
C  -3.115  4.580  -1.135  -0.170
C  -3.804  3.632  -0.387  -0.187
C  -3.200  2.433  -0.067  -0.143
C  -1.895  2.157  -0.490  -0.132
C  -1.217  3.118  -1.242  -0.190
C  -1.822  4.323  -1.563  -0.172
C  -1.258  0.915  -0.161  -0.089
C  -0.716  -0.142  0.119  -0.455
H  -4.814  3.835  -0.056  0.221
H  -3.731  1.690  0.512  0.208
H  -0.211  2.906  -1.575  0.226
H  -1.287  5.059  -2.146  0.228
O  0.630  -2.576  -1.785  -0.705
C  1.669  -1.934  -1.570  0.747
O  1.956  -1.487  -0.405  -0.764
C  2.639  -1.664  -2.677  -0.096
C  3.828  -0.987  -2.436  -0.182
C  4.713  -0.746  -3.475  -0.227
C  4.407  -1.176  -4.760  -0.202
C  3.217  -1.848  -5.004  -0.225
C  2.334  -2.093  -3.964  -0.176
H  4.043  -0.654  -1.430  0.227
H  5.639  -0.220  -3.287  0.210
H  5.096  -0.984  -5.571  0.209
H  2.977  -2.178  -6.006  0.211
H  1.402  -2.613  -4.127  0.234

Computed properties:
**Lowest unoccupied orbital energy (alpha / beta)**: 0.084 / 0.074 eV
**Energy above the lowest of the compared OMol25 structures with the same formula, charge and spin**: 0.0 kcal/mol
**Spin multiplicity**: 5
**Orbital gap (alpha / beta)**: 7.337 / 8.175 eV
**Expectation value of S²**: 6.017

C21H22FNO4 | the ωB97M-V functional and the def2-TZVPD basis

Last column: natural (NBO) charge in e.
Geometry (Å):
C  0.663  3.488  5.274  -0.252
O  -0.163  2.537  4.649  -0.476
C  0.378  1.719  3.715  0.282
C  1.712  1.711  3.334  -0.311
C  2.168  0.846  2.353  -0.196
C  1.298  -0.052  1.752  -0.107
C  1.673  -0.998  0.685  0.587
O  1.032  -2.009  0.479  -0.577
C  2.851  -0.596  -0.199  -0.325
C  3.279  -1.705  -1.167  -0.398
C  2.214  -1.986  -2.228  -0.420
C  1.762  -0.689  -2.901  -0.214
N  1.362  0.281  -1.907  -0.442
C  0.084  0.533  -1.544  0.679
O  -0.206  1.283  -0.629  -0.617
C  -0.979  -0.157  -2.346  -0.149
C  -1.572  0.462  -3.439  -0.167
C  -2.601  -0.163  -4.121  -0.282
C  -3.029  -1.404  -3.684  0.401
F  -4.031  -2.019  -4.348  -0.325
C  -2.464  -2.033  -2.590  -0.280
C  -1.435  -1.400  -1.918  -0.175
C  2.430  0.647  -1.004  -0.223
C  -0.044  -0.067  2.154  -0.271
C  -0.520  0.813  3.101  0.330
O  -1.810  0.892  3.515  -0.494
C  -2.767  0.111  2.839  -0.254
H  1.469  3.012  5.842  0.175
H  1.092  4.187  4.549  0.177
H  0.015  4.033  5.959  0.203
H  2.412  2.390  3.794  0.220
H  3.215  0.872  2.092  0.207
H  3.698  -0.335  0.441  0.228
H  4.208  -1.398  -1.655  0.200
H  3.476  -2.619  -0.605  0.224
H  1.356  -2.460  -1.754  0.232
H  2.611  -2.668  -2.981  0.210
H  2.592  -0.256  -3.472  0.190
H  0.933  -0.879  -3.583  0.227
H  -1.226  1.434  -3.757  0.222
H  -3.073  0.298  -4.974  0.232
H  -2.831  -2.998  -2.276  0.232
H  -0.980  -1.868  -1.058  0.239
H  3.277  1.021  -1.588  0.201
H  2.060  1.435  -0.345  0.255
H  -0.698  -0.773  1.669  0.237
H  -3.729  0.395  3.262  0.199
H  -2.601  -0.959  3.002  0.174
H  -2.762  0.321  1.764  0.187

Computed properties:
**Lowest unoccupied orbital energy**: 0.597 eV
**Energy above the lowest of the compared OMol25 structures with the same formula, charge and spin**: 0.0 kcal/mol
**Spin multiplicity**: 1
**Orbital gap**: 8.745 eV
**SMILES**: COc1ccc(C(=O)[C@H]2CCCN(C(=O)c3ccc(F)cc3)C2)cc1OC

C21H22I2IrN4O4 | the ωB97M-V functional and the def2-TZVPD basis

Last column: natural (NBO) charge in e.
Geometry (Å):
Ir  0.411  0.652  -0.289  1.234
I  -5.338  5.138  1.006  0.416
C  -4.092  3.643  0.380  -0.109
C  -4.318  2.998  -0.837  -0.274
C  -3.484  1.991  -1.255  -0.204
I  -3.813  1.035  -3.042  0.359
C  -2.351  1.598  -0.448  0.472
O  -1.606  0.661  -0.894  -0.624
C  -2.139  2.277  0.826  -0.128
C  -1.022  1.924  1.794  -0.247
N  -0.481  0.582  1.474  -0.429
C  0.408  -0.074  2.489  -0.264
C  1.045  -1.241  1.770  0.222
C  1.652  -2.307  2.393  -0.202
C  2.230  -3.294  1.608  -0.093
C  2.171  -3.193  0.226  -0.212
C  1.543  -2.103  -0.340  0.066
N  0.997  -1.152  0.425  -0.414
C  -3.004  3.258  1.204  -0.178
H  -5.158  3.293  -1.452  0.266
H  -1.428  1.896  2.809  0.245
H  -0.189  2.629  1.784  0.241
H  -1.296  -0.033  1.385  0.421
H  -0.214  -0.418  3.316  0.247
H  1.134  0.649  2.861  0.256
H  1.677  -2.357  3.473  0.254
H  2.722  -4.139  2.071  0.257
H  2.605  -3.947  -0.413  0.263
H  1.464  -1.967  -1.410  0.234
H  -2.877  3.759  2.157  0.246
C  5.259  1.125  -1.701  -0.627
C  5.653  1.715  -0.355  -0.361
C  4.485  2.395  0.407  -0.270
C  4.988  2.922  1.768  -0.380
C  3.901  3.597  2.592  -0.617
C  4.043  3.595  -0.426  0.724
O  4.728  4.545  -0.640  -0.482
N  2.729  3.564  -0.990  -0.625
C  1.894  2.563  -0.761  0.793
O  0.687  2.491  -1.236  -0.663
N  2.204  1.505  0.016  -0.675
C  3.420  1.338  0.656  0.726
O  3.589  0.381  1.372  -0.572
H  6.116  0.639  -2.165  0.251
H  4.913  1.891  -2.399  0.208
H  4.478  0.365  -1.603  0.190
H  6.425  2.475  -0.482  0.242
H  6.052  0.946  0.307  0.234
H  5.796  3.623  1.559  0.246
H  5.414  2.074  2.303  0.237
H  3.512  4.490  2.097  0.209
H  4.289  3.912  3.559  0.249
H  3.065  2.917  2.792  0.180
H  2.442  4.336  -1.581  0.459

Computed properties:
**Lowest unoccupied orbital energy (alpha / beta)**: -7.096 / -8.777 eV
**Energy above the lowest of the compared OMol25 structures with the same formula, charge and spin**: 14.5 kcal/mol
**Spin multiplicity**: 2
**Orbital gap (alpha / beta)**: 7.166 / 5.660 eV
**Net charge**: +2
**Expectation value of S²**: 0.773

Repeat the second record exactly.
C21H22FNO4 | the ωB97M-V functional and the def2-TZVPD basis

Last column: natural (NBO) charge in e.
Geometry (Å):
C  0.663  3.488  5.274  -0.252
O  -0.163  2.537  4.649  -0.476
C  0.378  1.719  3.715  0.282
C  1.712  1.711  3.334  -0.311
C  2.168  0.846  2.353  -0.196
C  1.298  -0.052  1.752  -0.107
C  1.673  -0.998  0.685  0.587
O  1.032  -2.009  0.479  -0.577
C  2.851  -0.596  -0.199  -0.325
C  3.279  -1.705  -1.167  -0.398
C  2.214  -1.986  -2.228  -0.420
C  1.762  -0.689  -2.901  -0.214
N  1.362  0.281  -1.907  -0.442
C  0.084  0.533  -1.544  0.679
O  -0.206  1.283  -0.629  -0.617
C  -0.979  -0.157  -2.346  -0.149
C  -1.572  0.462  -3.439  -0.167
C  -2.601  -0.163  -4.121  -0.282
C  -3.029  -1.404  -3.684  0.401
F  -4.031  -2.019  -4.348  -0.325
C  -2.464  -2.033  -2.590  -0.280
C  -1.435  -1.400  -1.918  -0.175
C  2.430  0.647  -1.004  -0.223
C  -0.044  -0.067  2.154  -0.271
C  -0.520  0.813  3.101  0.330
O  -1.810  0.892  3.515  -0.494
C  -2.767  0.111  2.839  -0.254
H  1.469  3.012  5.842  0.175
H  1.092  4.187  4.549  0.177
H  0.015  4.033  5.959  0.203
H  2.412  2.390  3.794  0.220
H  3.215  0.872  2.092  0.207
H  3.698  -0.335  0.441  0.228
H  4.208  -1.398  -1.655  0.200
H  3.476  -2.619  -0.605  0.224
H  1.356  -2.460  -1.754  0.232
H  2.611  -2.668  -2.981  0.210
H  2.592  -0.256  -3.472  0.190
H  0.933  -0.879  -3.583  0.227
H  -1.226  1.434  -3.757  0.222
H  -3.073  0.298  -4.974  0.232
H  -2.831  -2.998  -2.276  0.232
H  -0.980  -1.868  -1.058  0.239
H  3.277  1.021  -1.588  0.201
H  2.060  1.435  -0.345  0.255
H  -0.698  -0.773  1.669  0.237
H  -3.729  0.395  3.262  0.199
H  -2.601  -0.959  3.002  0.174
H  -2.762  0.321  1.764  0.187

Computed properties:
**Lowest unoccupied orbital energy**: 0.597 eV
**Energy above the lowest of the compared OMol25 structures with the same formula, charge and spin**: 0.0 kcal/mol
**Spin multiplicity**: 1
**Orbital gap**: 8.745 eV
**SMILES**: COc1ccc(C(=O)[C@H]2CCCN(C(=O)c3ccc(F)cc3)C2)cc1OC

Repeat the second record exactly.
C21H22FNO4 | the ωB97M-V functional and the def2-TZVPD basis

Last column: natural (NBO) charge in e.
Geometry (Å):
C  0.663  3.488  5.274  -0.252
O  -0.163  2.537  4.649  -0.476
C  0.378  1.719  3.715  0.282
C  1.712  1.711  3.334  -0.311
C  2.168  0.846  2.353  -0.196
C  1.298  -0.052  1.752  -0.107
C  1.673  -0.998  0.685  0.587
O  1.032  -2.009  0.479  -0.577
C  2.851  -0.596  -0.199  -0.325
C  3.279  -1.705  -1.167  -0.398
C  2.214  -1.986  -2.228  -0.420
C  1.762  -0.689  -2.901  -0.214
N  1.362  0.281  -1.907  -0.442
C  0.084  0.533  -1.544  0.679
O  -0.206  1.283  -0.629  -0.617
C  -0.979  -0.157  -2.346  -0.149
C  -1.572  0.462  -3.439  -0.167
C  -2.601  -0.163  -4.121  -0.282
C  -3.029  -1.404  -3.684  0.401
F  -4.031  -2.019  -4.348  -0.325
C  -2.464  -2.033  -2.590  -0.280
C  -1.435  -1.400  -1.918  -0.175
C  2.430  0.647  -1.004  -0.223
C  -0.044  -0.067  2.154  -0.271
C  -0.520  0.813  3.101  0.330
O  -1.810  0.892  3.515  -0.494
C  -2.767  0.111  2.839  -0.254
H  1.469  3.012  5.842  0.175
H  1.092  4.187  4.549  0.177
H  0.015  4.033  5.959  0.203
H  2.412  2.390  3.794  0.220
H  3.215  0.872  2.092  0.207
H  3.698  -0.335  0.441  0.228
H  4.208  -1.398  -1.655  0.200
H  3.476  -2.619  -0.605  0.224
H  1.356  -2.460  -1.754  0.232
H  2.611  -2.668  -2.981  0.210
H  2.592  -0.256  -3.472  0.190
H  0.933  -0.879  -3.583  0.227
H  -1.226  1.434  -3.757  0.222
H  -3.073  0.298  -4.974  0.232
H  -2.831  -2.998  -2.276  0.232
H  -0.980  -1.868  -1.058  0.239
H  3.277  1.021  -1.588  0.201
H  2.060  1.435  -0.345  0.255
H  -0.698  -0.773  1.669  0.237
H  -3.729  0.395  3.262  0.199
H  -2.601  -0.959  3.002  0.174
H  -2.762  0.321  1.764  0.187

Computed properties:
**Lowest unoccupied orbital energy**: 0.597 eV
**Energy above the lowest of the compared OMol25 structures with the same formula, charge and spin**: 0.0 kcal/mol
**Spin multiplicity**: 1
**Orbital gap**: 8.745 eV
**SMILES**: COc1ccc(C(=O)[C@H]2CCCN(C(=O)c3ccc(F)cc3)C2)cc1OC

- What is the energy above the lowest of the compared OMol25 structures with the same formula, charge and spin in the first record?
  0.0 kcal/mol

- Which value of spin multiplicity does entry 1 give?
  5